# C2H4BFO

A single C2H4BFO molecule (ωB97M-V/def2-TZVPD, the OMol25 dataset).

```
9
Properties=species:S:1:pos:R:3:forces:R:3:mulliken_charge:R:1
O 1.25916 0.54235 -2.46572 -0.402 -0.740 1.219 -0.433
C 0.99663 -0.21469 -1.54313 0.102 -1.138 -1.239 0.167
B 0.56230 0.04930 -0.07145 1.255 1.699 1.808 0.029
C -0.74774 0.42106 0.78378 -0.412 0.553 -2.628 -0.099
F -0.48230 0.97025 2.01408 0.187 -0.349 0.293 -0.244
H 1.23478 -1.36713 -1.64625 -0.236 1.260 -0.194 0.179
H 1.64408 -0.06822 0.59787 -1.391 0.005 -0.557 -0.009
H -1.54584 1.17962 0.27141 1.682 -2.420 0.980 0.244
H -1.04900 -0.67741 0.86241 -0.784 1.131 0.318 0.165
```
Forces are in eV/Å.

Summary:
SMILES: O=CBCF
Charge: 0
Energy above the lowest of the compared OMol25 structures with the same formula, charge and spin: 48.55 kcal/mol
Orbital gap: 9.450 eV
HOMO level: -9.830 eV
Spin multiplicity: 1